Record 1
Computed, not measured: one molecule with the formula C4H6N2, with ωB97M-V/def2-TZVPD.

```
12
Properties=species:S:1:pos:R:3:forces:R:3:nbo_charge:R:1
N -0.5086 -0.3941 0.4385 -1.10 1.53 -0.55 -0.3388
N -0.9832 2.9075 -0.9724 0.10 -1.37 -0.47 -0.2099
C 0.7037 -0.9580 0.4445 1.12 -0.42 -0.96 -0.0587
C -0.5415 0.9959 0.3473 1.87 -2.95 4.19 -0.2833
C -1.0284 1.7050 -1.0121 -1.32 2.41 -1.58 -0.0324
C 0.9341 -2.2727 0.1659 -0.35 1.38 0.20 -0.3264
H 1.9520 -2.6075 0.0338 -0.10 -0.31 0.25 0.2064
H -1.1563 1.3054 1.1924 -0.88 0.63 -0.87 0.2441
H 0.0699 -2.8996 0.0122 0.12 -0.30 -0.12 0.2098
H -1.4012 1.0014 -1.7518 0.05 -0.13 0.00 0.2449
H 0.4384 1.4661 0.4962 0.11 -0.13 -0.05 0.1865
H 1.5212 -0.2494 0.6055 0.37 -0.34 -0.05 0.1578
```
Forces are in eV/Å.

Computed properties:
2S+1 = 1
Relative energy (zero: lowest compared OMol25 entry of this formula, charge and spin) = 545.9 kJ/mol
HOMO energy = -7.8 eV
Total charge = 0

***

Record 2
Computed, not measured: C38H37F5GaN4O2S as an isolated structure, with ωB97M-V/def2-TZVPD.

```
88
Properties=species:S:1:pos:R:3:forces:R:3:mulliken_charge:R:1
Ga -0.8905 -0.7951 -0.3921 0.04 -0.31 0.38 -0.0651
S 0.8741 -2.2549 0.2497 -0.14 0.36 -0.22 -0.3961
F 5.7988 -2.2576 1.4421 0.16 -0.16 0.08 -0.3311
F 3.3862 -3.4143 1.2293 0.04 -0.22 0.07 -0.3435
F 4.0385 1.7784 -0.1403 -0.06 0.25 -0.03 -0.3950
F 1.6057 0.6810 -0.2696 -0.35 0.19 -0.05 0.6089
F 6.1479 0.3290 0.7380 0.23 0.10 0.02 -0.3414
O -3.3743 0.0384 2.8259 0.05 -0.04 -0.23 -0.7628
O -2.1502 0.6229 -3.9630 0.06 0.19 0.16 -0.7728
N -2.6383 -3.3213 -1.2694 0.26 0.26 0.09 -0.9862
N -0.7415 0.1866 -2.1666 -0.40 0.33 0.25 1.6209
N -1.4782 -0.3952 1.5525 -0.07 0.34 -0.25 1.3670
N -2.7157 0.1840 -0.5728 -0.09 -0.17 -0.03 0.1697
C -0.7341 4.0159 -3.2538 0.07 -0.10 0.13 -1.8317
C -5.3535 0.2583 -1.0544 0.13 0.00 0.02 -0.4209
C -1.9440 0.3723 -2.7805 0.34 0.06 -0.20 0.0940
C -1.0911 2.7587 2.8082 -0.07 -0.02 -0.08 -1.6494
C -0.0939 3.1040 -2.1948 0.05 0.03 -0.13 1.1524
C 4.7559 -1.5478 1.0070 0.02 -0.07 -0.01 0.2128
C 0.9116 -1.7618 -3.3779 0.05 0.00 -0.27 2.3287
C 0.7039 3.9495 -1.1984 0.03 -0.09 0.09 -1.3273
C -3.5314 0.0717 0.4529 0.14 0.06 0.09 -0.1984
C -0.9037 -4.1306 3.2065 -0.01 0.06 0.00 -1.5083
C -2.7827 -0.1100 1.7566 0.16 0.03 0.16 0.5459
C 3.8627 0.5049 0.2076 0.00 -0.07 0.01 -0.5034
C 2.6198 -0.0866 0.1304 0.05 -0.43 0.17 -0.6423
C 2.5306 0.1246 -3.8875 0.10 0.00 -0.04 -0.5985
C -1.9385 -2.4545 -0.9546 -0.29 -0.34 -0.04 0.2334
C -0.6871 -1.6222 3.5167 0.02 -0.01 -0.01 1.3907
C -4.4581 0.3473 -2.1202 -0.23 0.00 -0.06 -0.7339
C 0.9726 0.5211 4.1849 0.05 0.00 0.04 -0.7252
C 0.0288 -2.0251 -4.6083 0.02 0.00 0.06 -1.5979
C 4.9407 -0.2305 0.6498 -0.03 0.01 0.02 0.5082
C 0.1682 0.6185 3.0545 -0.13 -0.13 -0.03 0.6760
C 2.0900 -2.7309 -3.3350 0.02 0.05 0.02 -1.9407
C 2.8610 1.4698 -3.9205 0.04 0.01 0.04 -1.5366
C -2.7720 -2.7997 4.2415 -0.04 0.06 0.01 -1.6286
C 1.3200 -0.2988 -3.3551 -0.15 -0.11 0.00 0.6057
C -3.1136 0.2906 -1.8226 0.23 0.15 0.00 0.0284
C 0.1199 -1.6684 4.6498 0.05 -0.04 -0.01 -0.4385
C 0.0889 1.9250 2.2875 0.01 0.08 0.20 3.1430
C -4.8972 0.1201 0.2554 -0.20 0.06 0.03 -0.8161
C 3.5098 -2.1284 0.8991 -0.16 0.08 -0.06 -0.0268
C 0.4339 0.6545 -2.8297 0.26 -0.05 0.07 -0.6592
C 0.7707 2.0252 -2.8308 -0.09 -0.21 0.03 0.9775
C 2.3941 -1.4289 0.4475 0.16 0.43 -0.08 1.1031
C -1.6253 -2.7790 3.2226 0.03 -0.07 0.15 1.1072
C -0.6478 -0.4760 2.7110 -0.11 0.00 0.17 -0.5675
C 1.9859 2.4045 -3.3954 -0.04 -0.01 -0.11 -0.5594
C 1.3761 2.7416 2.3624 -0.02 0.07 0.00 -2.1279
C 0.9556 -0.6155 4.9774 0.00 -0.01 0.01 -1.6767
H 1.6095 1.3525 4.4686 -0.05 -0.10 -0.04 0.2991
H -0.1089 1.6987 1.2437 -0.02 -0.07 -0.22 -1.7200
H -1.6139 -4.9309 2.9769 0.05 0.06 0.02 0.4422
H -2.0601 -2.6200 2.2374 0.02 -0.02 -0.09 -0.1502
H 0.3047 -1.9580 -2.4983 0.00 -0.04 0.02 -1.0176
H -3.2821 -1.8348 4.2613 0.04 -0.10 0.02 0.3466
H -3.4975 -3.5759 3.9786 0.05 0.02 0.03 0.4281
H -1.4208 4.7269 -2.7820 0.08 -0.04 -0.04 0.4546
H 1.5848 -0.6700 5.8593 -0.03 -0.01 -0.04 0.3761
H 1.7217 -3.7538 -3.2215 0.03 0.07 -0.01 0.4234
H 2.2624 3.4545 -3.4121 -0.03 -0.08 0.02 0.3003
H -1.2852 3.4326 -3.9879 -0.06 -0.06 -0.06 0.4244
H -0.4529 -4.3487 4.1807 -0.06 -0.02 -0.09 0.3202
H -1.2299 3.6605 2.1997 0.05 -0.08 0.07 0.3818
H -0.9001 3.0654 3.8418 -0.03 -0.01 -0.05 0.3906
H 3.2345 -0.6009 -4.2803 -0.08 0.02 0.02 0.2887
H -6.4183 0.2847 -1.2489 0.00 0.00 0.00 0.4265
H -2.0197 2.1838 2.7968 0.07 0.06 0.03 0.2976
H -0.8839 2.6149 -1.6272 -0.15 -0.12 -0.04 -0.1703
H 0.0351 4.6305 -0.6638 0.03 -0.02 -0.02 0.4923
H 1.3178 3.5987 1.6894 -0.01 0.00 0.05 0.3777
H -0.3545 -3.0507 -4.5975 0.07 0.08 0.00 0.3921
H -0.1157 -4.1451 2.4540 0.03 0.01 0.00 0.2704
H 3.8128 1.7855 -4.3345 -0.06 -0.01 0.01 0.3479
H -0.8199 -1.3391 -4.6317 0.05 -0.04 -0.03 0.3211
H 1.4606 4.5557 -1.7039 -0.03 -0.03 0.04 0.3637
H 2.6767 -2.6871 -4.2580 -0.01 -0.04 0.05 0.4262
H 1.2089 3.3147 -0.4660 -0.01 0.07 -0.09 -0.0312
H -4.7822 0.4369 -3.1485 0.02 0.00 0.05 0.5510
H -2.3915 -3.0149 5.2460 -0.01 0.00 -0.06 0.3393
H 2.7521 -2.5133 -2.4907 -0.05 -0.03 -0.06 0.3285
H 0.6116 -1.8747 -5.5241 -0.05 -0.03 0.04 0.3595
H 1.5409 3.1295 3.3720 0.00 0.00 -0.07 0.5893
H 0.0911 -2.5444 5.2902 0.00 0.04 -0.06 0.3165
H 0.0427 4.5856 -3.7768 -0.09 -0.05 0.03 0.3171
H -5.5664 0.0366 1.1021 0.03 0.01 -0.06 0.5379
H 2.2469 2.1490 2.0816 0.05 -0.02 -0.01 0.3945
```
Forces are in eV/Å.

Computed properties:
2S+1 = 1
Relative energy (zero: lowest compared OMol25 entry of this formula, charge and spin) = 0.0 kJ/mol
HOMO energy = -5.7 eV
Total charge = -1

***

Record 3
Computed, not measured: C24H21ClN3Pd as an isolated structure, with ωB97M-V/def2-TZVPD.

```
50
Properties=species:S:1:pos:R:3:forces:R:3:nbo_charge:R:1
Pd 0.2632 -0.2463 0.0139 1.57 0.67 -1.50 0.9365
Cl -1.8146 -0.2662 1.8774 -0.62 -0.29 0.34 0.1363
N 2.0188 -1.4264 0.0094 -0.57 -1.02 -0.42 -0.4808
N -0.3087 1.7924 -0.1987 -1.24 -0.29 -0.35 -0.4972
N 1.3795 0.6362 1.2677 0.51 0.73 1.07 -0.3547
C 1.6101 2.3993 2.8335 0.01 0.04 0.10 -0.1860
C 1.5669 -2.5001 -2.1538 0.00 0.00 0.04 -0.6577
C -4.6928 -0.2866 -0.8596 -0.01 0.10 0.19 0.0820
C -2.2458 -1.5695 -0.5176 -0.18 0.84 -0.30 -0.2112
C 3.8881 -2.0134 1.3746 0.18 -0.12 0.00 -0.1764
C 4.2171 -3.0295 0.4784 -0.03 0.03 0.03 -0.0831
C 2.7969 -1.2321 1.0995 -0.09 -0.03 -0.08 0.1100
C -1.1503 -2.3527 -0.3442 -0.38 -0.95 0.64 -0.1991
C -0.0171 2.5140 0.9045 0.03 -0.04 -0.05 0.1410
C 2.4103 -0.0383 1.8288 -0.20 0.38 0.19 0.2789
C -2.7511 -0.6109 0.4827 0.39 -0.46 -0.04 0.0896
C 3.0473 0.4815 2.9393 0.06 -0.04 0.06 -0.2038
C -1.7063 3.5463 -0.9572 0.01 0.03 -0.06 -0.2141
C -3.9469 0.0066 0.3025 -0.34 -0.02 -0.29 -0.2764
C -4.2542 -1.1714 -1.8622 -0.13 0.04 0.00 -0.2664
C -3.0444 -1.7691 -1.7262 0.29 0.09 0.21 0.0443
C -1.1268 2.2905 -1.1366 0.14 0.03 0.05 0.2646
C 3.4594 -3.1851 -0.6613 0.06 -0.03 -0.02 -0.2011
C -1.3587 1.5047 -2.3892 -0.04 -0.02 0.03 -0.6464
C -0.5646 3.7502 1.1373 -0.01 0.14 0.02 -0.1857
C 0.9900 1.8563 1.7300 0.27 -0.29 0.05 0.1888
C 2.3536 -2.3654 -0.8869 -0.05 0.04 0.01 0.2674
C 2.6320 1.6955 3.4538 0.03 0.08 0.11 -0.0709
C -1.4404 4.2702 0.1858 0.01 0.02 0.04 -0.0879
H 3.7132 -3.9396 -1.3940 0.00 0.02 -0.02 0.2650
H -4.8792 -1.3680 -2.7231 0.00 0.03 0.00 0.2864
H 5.0726 -3.6651 0.6640 -0.01 -0.01 0.00 0.2711
H -1.0106 2.0742 -3.2522 -0.01 0.01 0.00 0.2845
H -0.8742 -3.0559 -1.1203 0.08 0.13 -0.06 0.2571
H -5.6499 0.2106 -0.9869 0.01 -0.04 0.02 0.2725
H 4.4944 -1.8375 2.2513 0.00 0.01 0.00 0.2583
H -0.8093 0.5627 -2.3863 0.02 -0.05 0.01 0.1986
H -4.3305 0.7006 1.0383 -0.01 0.00 -0.01 0.2851
H 1.1422 -3.5005 -2.2508 0.02 -0.01 -0.01 0.2540
H 3.1218 2.1095 4.3256 0.00 0.00 0.00 0.2743
H 2.2240 -2.3503 -3.0113 0.02 0.00 0.00 0.2865
H -1.8895 5.2432 0.3365 0.00 0.00 0.00 0.2690
H 3.8690 -0.0529 3.3936 0.01 -0.01 -0.02 0.2654
H -2.6749 -2.4540 -2.4808 0.04 0.00 0.03 0.2494
H -0.3195 4.3135 2.0266 0.01 0.00 -0.02 0.2583
H 0.7739 -1.7544 -2.2238 -0.02 0.05 -0.02 0.1943
H -0.7166 -2.5366 0.6327 0.12 0.19 0.04 0.2629
H -2.3556 3.9453 -1.7258 0.02 0.00 -0.01 0.2615
H 1.3085 3.3678 3.2054 0.00 0.01 -0.02 0.2651
H -2.4204 1.3069 -2.5444 0.02 0.01 0.00 0.2401
```
Forces are in eV/Å.

Computed properties:
2S+1 = 1
Relative energy (zero: lowest compared OMol25 entry of this formula, charge and spin) = 26.9 kJ/mol
HOMO energy = -17.8 eV
Total charge = +3

***

Record 4
Computed, not measured: C2H2N2S3 as an isolated structure, with ωB97M-V/def2-TZVPD.

```
9
Properties=species:S:1:pos:R:3:forces:R:3:nbo_charge:R:1
S 1.7737 -0.8071 -0.3277 0.60 0.14 -0.25 0.3271
S -2.4551 1.6914 -1.9383 0.17 -0.10 -0.14 0.0655
S 0.5031 -1.0104 -1.7459 -0.13 -0.53 -0.87 -0.2055
N 0.3094 0.6933 0.7656 -1.44 2.08 -0.40 -0.1797
N -0.7285 0.7695 0.0112 -0.52 0.23 -1.24 -0.2596
C -1.3538 1.1699 -0.9466 0.15 0.02 1.19 0.1832
C 0.6549 -0.5855 1.0966 0.77 -1.74 0.21 -0.3827
H 0.0389 -1.4783 1.1485 -0.77 0.44 -0.01 0.2260
H 1.2576 -0.4427 1.9366 1.19 -0.53 1.52 0.2256
```
Forces are in eV/Å.

Computed properties:
2S+1 = 1
Relative energy (zero: lowest compared OMol25 entry of this formula, charge and spin) = 329.5 kJ/mol
HOMO energy (alpha / beta) = -8.3 / -8.6 eV
Total charge = 0

***

Record 5
Computed, not measured: a 2-piece molecular cluster, C4H6N3O2S overall, with ωB97M-V/def2-TZVPD.

```
16
Properties=species:S:1:pos:R:3:forces:R:3:nbo_charge:R:1
S -2.0254 -0.0527 -2.5735 0.04 1.24 1.07 2.0492
O -2.8982 0.2570 -3.6413 0.00 -0.54 -0.11 -0.7298
O -2.4403 -0.1175 -1.2081 -0.61 -0.18 -0.88 -0.8112
N 1.5637 0.0281 -0.3401 -3.17 0.29 2.36 -0.5122
N -0.4373 0.0360 0.5416 -0.63 0.85 3.02 -0.5690
N 0.1827 -0.1670 2.9532 -2.91 0.39 -1.83 -0.7818
C 0.2544 0.0856 -0.5842 0.07 0.43 -4.15 0.4197
C 1.7684 0.0424 1.0525 -0.73 -0.75 0.53 -0.1794
C -0.3928 0.4103 -2.8336 0.76 -1.13 3.66 -0.4478
C 0.4685 0.0043 1.6420 3.33 -0.09 -1.97 0.3330
H 0.1764 -0.5104 -2.9912 0.26 0.09 -0.83 0.2225
H 2.8171 -0.1202 1.4202 -1.61 0.33 -0.07 0.2584
H -1.4480 0.2948 0.7328 1.74 -0.76 -1.10 0.4747
H 2.2501 0.0300 -1.0236 1.41 0.07 -1.36 0.4416
H -0.7558 0.0412 3.2816 0.63 -0.09 0.19 0.4125
H 0.9167 -0.2619 3.5719 1.42 -0.13 1.46 0.4195
```
Forces are in eV/Å.

Computed properties:
2S+1 = 1
Relative energy (zero: lowest compared OMol25 entry of this formula, charge and spin) = 472.9 kJ/mol
HOMO energy = -12.3 eV
Total charge = +1

***

Record 6
Computed, not measured: one molecule with the formula C3H9NS2, with ωB97M-V/def2-TZVPD.

```
15
Properties=species:S:1:pos:R:3:forces:R:3:nbo_charge:R:1
S 2.1619 -0.6185 -2.6496 -0.17 -0.36 -0.09 -0.1275
S 0.9839 0.9418 -2.0768 0.25 -0.16 0.46 0.0372
N -0.6879 -1.2340 1.3122 -0.02 0.81 0.70 -0.8275
C 0.0703 0.0294 1.2834 0.44 0.13 -1.28 -0.2248
C -0.5128 0.3013 -1.1592 1.46 1.36 -0.34 -0.5115
C -0.5380 0.9554 0.2357 -0.97 -1.16 -0.64 -0.4183
H -1.6169 1.0307 0.4350 0.13 0.41 0.38 0.1933
H 2.7193 -0.9793 -1.4807 0.06 0.18 0.06 0.1131
H -0.4872 -0.7818 -1.0666 -0.35 0.08 -0.45 0.2581
H -0.0947 1.9440 0.2059 0.04 0.13 0.18 0.2212
H -0.3418 -1.7587 2.1094 -0.17 -0.24 -0.12 0.3597
H -1.6415 -0.9617 1.5429 -0.08 -0.39 0.03 0.3450
H 1.0736 -0.2358 0.9283 0.11 0.21 0.33 0.1839
H 0.1413 0.5942 2.2067 0.03 -0.21 0.49 0.1766
H -1.2296 0.7730 -1.8266 -0.76 -0.77 0.29 0.2217
```
Forces are in eV/Å.

Computed properties:
2S+1 = 1
Relative energy (zero: lowest compared OMol25 entry of this formula, charge and spin) = 43.5 kJ/mol
SMILES = NCCCSS
HOMO energy = -8.6 eV
Total charge = 0